{"formula": "C30H71O16P", "method": "ωB97M-V with the def2-TZVPD basis set", "s_squared": 0.754, "spin_multiplicity": 2, "homo_energy_ev": [-10.769, -10.769], "lumo_energy_ev": [-2.52, -8.57], "charge": 1, "orbital_gap_ev": [8.248, 2.196], "species": ["P", "O", "O", "O", "O", "O", "O", "O", "O", "O", "O", "O", "O", "O", "O", "O", "O", "C", "C", "C", "C", "C", "C", "C", "C", "C", "C", "C", "C", "C", "C", "C", "C", "C", "C", "C", "C", "C", "C", "C", "C", "C", "C", "C", "C", "C", "C", "H", "H", "H", "H", "H", "H", "H", "H", "H", "H", "H", "H", "H", "H", "H", "H", "H", "H", "H", "H", "H", "H", "H", "H", "H", "H", "H", "H", "H", "H", "H", "H", "H", "H", "H", "H", "H", "H", "H", "H", "H", "H", "H", "H", "H", "H", "H", "H", "H", "H", "H", "H", "H", "H", "H", "H", "H", "H", "H", "H", "H", "H", "H", "H", "H", "H", "H", "H", "H", "H", "H"], "positions_angstrom": [[-5.77, 0.22, 0.75], [-1.89, 2.06, 5.16], [5.03, -3.10, -7.56], [-5.61, -1.42, 0.63], [6.03, -1.18, 2.41], [-1.59, 4.34, 8.07], [1.06, -5.15, 2.29], [1.04, 3.12, 3.45], [-6.96, 0.49, -0.33], [-6.58, 0.54, 2.11], [-4.54, 0.97, 0.41], [0.01, -0.10, -1.98], [2.90, -1.98, 1.98], [1.66, 2.26, -3.22], [5.39, -0.22, -7.85], [-1.98, -1.43, 0.89], [4.15, 2.28, -6.26], [6.56, 0.12, 1.91], [0.14, -5.65, 3.29], [-6.69, 0.81, -1.65], [1.12, 1.01, -3.69], [-1.53, 3.23, 5.97], [1.61, -3.84, 2.61], [-5.96, -0.33, -2.34], [-2.32, 4.68, 9.21], [-6.46, -2.44, 1.15], [-0.98, -1.34, -0.16], [-1.22, -0.29, -1.29], [2.31, -3.13, 1.39], [-0.15, 0.64, -3.14], [-2.05, 3.16, 7.38], [4.07, -4.12, -7.83], [-5.38, -0.06, 3.98], [5.63, -0.98, -6.68], [-6.60, -3.38, 0.06], [1.51, 4.22, 2.76], [-5.86, 1.09, 3.20], [3.21, 3.30, -6.13], [4.86, -2.34, -6.38], [4.58, 2.04, -7.59], [-1.74, -1.95, 2.16], [-0.86, 1.73, 4.19], [3.86, -1.36, 1.11], [-0.37, 2.83, 3.18], [2.01, 2.10, -1.89], [5.34, -1.86, 1.36], [5.78, 1.15, -7.73], [-1.91, 2.18, 7.85], [2.46, 4.53, 3.19], [6.66, -1.24, -6.93], [5.05, 2.94, -7.99], [2.77, 1.33, -1.81], [0.81, 5.04, 2.92], [-5.72, -3.45, -0.58], [0.54, -5.64, 4.31], [1.15, 1.96, -1.23], [2.46, -4.00, 3.29], [-1.05, 3.67, 3.19], [7.49, 0.09, 1.33], [5.84, 0.67, 1.31], [5.12, -2.80, -5.42], [5.91, -2.02, 0.44], [-7.54, 1.06, -2.29], [-6.14, 1.75, -1.71], [1.56, 4.00, 1.70], [5.75, -0.28, -5.85], [3.36, 4.18, -6.75], [3.85, 1.74, -8.34], [-5.12, 0.29, 4.98], [-6.44, -1.31, -2.30], [3.82, -2.04, -6.25], [0.81, -3.21, 2.98], [3.31, -3.49, -8.28], [-3.40, 4.63, 9.29], [-0.96, 0.28, -3.77], [-0.08, -1.13, 0.41], [-0.81, -5.13, 3.21], [0.95, 1.14, -4.76], [-0.87, -1.56, 2.68], [-5.01, 1.69, 2.91], [-6.28, -2.84, 2.15], [-2.22, 5.72, 9.52], [-2.01, -0.59, -1.98], [0.01, 1.39, 4.74], [2.28, 2.77, -6.31], [3.22, 3.64, -5.09], [6.81, 0.87, 2.66], [6.52, 1.27, -6.94], [3.80, -0.27, 1.20], [-0.42, 2.47, 2.15], [3.77, -4.59, -6.89], [-4.52, -0.41, 3.41], [-0.99, -2.38, -0.50], [-6.81, -4.40, 0.38], [1.72, -2.97, 0.49], [-1.22, 0.91, 3.57], [-7.44, -1.96, 1.20], [3.54, -1.43, 0.07], [5.29, -2.91, 1.67], [4.52, -4.80, -8.55], [-4.92, -0.34, -2.00], [2.48, 3.03, -1.57], [-3.13, 3.30, 7.33], [6.31, 1.40, -8.64], [-7.46, -3.17, -0.58], [-2.07, 4.13, 10.12], [1.77, 0.13, -3.68], [-0.59, 1.59, -2.86], [-1.94, 4.15, 5.57], [-1.49, 0.66, -0.83], [-1.52, -3.01, 2.01], [-6.10, -0.86, 4.11], [-6.54, 1.73, 3.76], [-0.45, 3.40, 6.02], [-5.92, 0.07, -3.35], [0.22, -6.67, 2.90], [-2.70, -1.85, 2.68], [3.09, -3.77, 0.98]], "mulliken_spin": [0.00, 0.00, 0.01, 0.00, 0.00, 0.00, 0.00, 0.00, 0.00, 0.00, 0.00, 0.00, 0.00, 0.00, 0.66, 0.00, 0.01, 0.00, 0.00, 0.00, 0.00, 0.00, 0.00, 0.00, 0.00, 0.00, 0.00, 0.00, 0.00, 0.00, 0.00, 0.00, 0.00, 0.06, 0.00, 0.00, 0.00, 0.01, 0.02, 0.08, 0.00, 0.00, 0.00, 0.00, 0.00, 0.00, 0.02, 0.00, 0.00, 0.10, 0.00, 0.00, 0.00, 0.00, 0.00, 0.00, 0.00, 0.00, 0.00, 0.00, 0.00, 0.00, 0.00, 0.00, 0.00, 0.02, 0.00, 0.00, 0.00, 0.00, 0.01, 0.00, 0.00, 0.00, 0.00, 0.00, 0.00, 0.00, 0.00, 0.00, 0.00, 0.00, 0.00, 0.00, 0.00, 0.00, 0.00, -0.01, 0.00, 0.00, 0.00, 0.00, 0.00, 0.00, 0.00, 0.00, 0.00, 0.00, 0.00, 0.00, 0.00, 0.00, 0.00, 0.01, 0.00, 0.00, 0.00, 0.00, 0.00, 0.00, 0.00, 0.00, 0.00, 0.00, 0.00, 0.00, 0.00, 0.00]}

{"formula": "C30H72F4N15O15P3S4", "method": "ωB97M-V with the def2-TZVPD basis set", "spin_multiplicity": 1, "homo_energy_ev": -8.251, "lumo_energy_ev": -3.30, "orbital_gap_ev": 4.952, "species": ["S", "S", "S", "S", "P", "P", "P", "F", "F", "F", "F", "O", "O", "O", "O", "O", "O", "O", "O", "O", "O", "O", "O", "O", "O", "O", "N", "N", "N", "N", "N", "N", "N", "N", "N", "N", "N", "N", "N", "N", "N", "C", "C", "C", "C", "C", "C", "C", "C", "C", "C", "C", "C", "C", "C", "C", "C", "C", "C", "C", "C", "C", "C", "C", "C", "C", "C", "C", "C", "C", "C", "H", "H", "H", "H", "H", "H", "H", "H", "H", "H", "H", "H", "H", "H", "H", "H", "H", "H", "H", "H", "H", "H", "H", "H", "H", "H", "H", "H", "H", "H", "H", "H", "H", "H", "H", "H", "H", "H", "H", "H", "H", "H", "H", "H", "H", "H", "H", "H", "H", "H", "H", "H", "H", "H", "H", "H", "H", "H", "H", "H", "H", "H", "H", "H", "H", "H", "H", "H", "H", "H", "H", "H"], "positions_angstrom": [[2.02, -18.85, -8.13], [3.32, -9.40, -7.44], [4.24, -10.75, -5.78], [3.21, -17.46, -6.66], [10.57, -18.38, -7.23], [4.92, -24.30, -15.01], [-3.31, -12.79, -7.57], [4.43, -16.41, -6.56], [4.09, -12.33, -5.40], [1.12, -18.39, -9.40], [4.04, -9.29, -8.90], [-2.17, -12.58, -8.52], [10.53, -16.91, -7.27], [2.37, -16.68, -5.71], [4.89, -25.14, -13.76], [4.03, -8.23, -6.77], [6.05, -15.98, 3.69], [3.36, -10.27, -4.76], [0.84, -19.05, -7.23], [-4.34, -24.36, -6.49], [1.92, -9.17, -7.76], [3.84, -18.65, -6.18], [-3.48, -22.50, -6.83], [2.75, -19.94, -8.77], [7.23, -17.73, 3.46], [5.75, -10.76, -5.45], [3.83, -16.26, -11.39], [4.52, -25.10, -16.42], [3.80, -10.84, -7.37], [6.38, -23.38, -15.20], [3.61, -23.07, -14.89], [11.07, -18.93, -5.69], [2.83, -17.33, -8.15], [-3.43, -23.66, -6.86], [-3.63, -14.37, -7.49], [-4.72, -11.93, -8.16], [-3.25, -12.17, -6.00], [9.21, -19.32, -7.74], [11.83, -19.02, -8.26], [1.82, -13.84, -8.86], [6.32, -17.03, 3.12], [8.56, -18.93, -8.94], [2.88, -22.78, -13.60], [-4.50, -15.11, -8.30], [-0.24, -24.37, -8.61], [11.76, -20.33, -8.96], [7.53, -24.04, -15.70], [-1.23, -23.65, -8.06], [11.36, -20.36, -5.39], [4.36, -17.60, -0.61], [6.65, -22.19, -14.38], [4.36, -16.77, 1.61], [-4.52, -10.57, -8.70], [3.77, -16.88, 0.34], [-1.07, -26.46, -7.74], [-6.03, -12.08, -7.56], [6.21, -18.28, 0.86], [8.48, -20.42, -6.92], [5.55, -18.29, -0.39], [-4.37, -12.40, -5.09], [-0.07, -25.75, -8.39], [-2.87, -15.19, -6.53], [3.42, -26.14, -16.27], [-2.45, -10.99, -5.68], [10.47, -18.31, -4.55], [13.15, -18.34, -8.34], [4.49, -24.32, -17.74], [-2.21, -25.73, -7.26], [-2.25, -24.37, -7.38], [5.61, -17.42, 1.88], [3.23, -22.24, -16.04], [2.06, -14.81, -8.76], [2.34, -13.17, -8.31], [-1.43, -11.37, -5.79], [-5.56, -14.86, -8.17], [2.90, -21.26, -15.69], [10.33, -17.26, -4.81], [5.94, -18.82, -1.25], [12.67, -20.84, -8.63], [5.19, -23.48, -17.67], [10.85, -20.81, -8.59], [4.94, -24.86, -18.58], [-2.18, -15.71, -7.20], [-2.52, -10.15, -6.38], [2.71, -23.75, -13.14], [-4.72, -9.83, -7.93], [7.70, -21.92, -14.49], [13.95, -18.79, -7.75], [-4.96, -11.49, -5.10], [-6.25, -13.10, -7.24], [-2.99, -26.18, -6.66], [3.55, -26.92, -15.53], [3.75, -17.68, -1.49], [-6.88, -11.77, -8.17], [11.84, -20.25, -10.04], [3.49, -23.93, -17.88], [6.35, -22.39, -13.35], [9.42, -18.59, -4.48], [7.15, -18.75, 1.09], [2.50, -25.70, -15.88], [2.05, -22.08, -13.68], [3.18, -15.58, -11.75], [3.94, -16.25, 2.47], [8.97, -21.37, -7.12], [13.52, -18.22, -9.36], [7.65, -23.70, -16.73], [12.04, -20.38, -4.54], [13.10, -17.33, -7.94], [11.68, -20.89, -6.29], [0.53, -23.82, -9.13], [-2.38, -10.82, -4.60], [7.47, -20.57, -7.28], [-6.10, -11.40, -6.71], [-2.25, -14.61, -5.84], [6.20, -21.28, -14.78], [8.43, -19.76, -9.64], [7.51, -18.67, -8.78], [-3.58, -10.58, -9.25], [4.15, -16.84, -12.15], [-4.41, -16.20, -8.22], [10.54, -20.93, -4.98], [8.48, -23.84, -15.20], [2.42, -22.72, -16.59], [-5.37, -10.59, -9.39], [-3.58, -15.87, -6.05], [4.64, -15.75, -11.06], [2.05, -13.53, -9.79], [9.10, -18.14, -9.45], [11.17, -18.42, -3.73], [7.22, -25.05, -15.94], [-1.11, -27.52, -7.54], [8.39, -20.30, -5.84], [3.14, -26.70, -17.17], [-4.07, -12.51, -4.05], [-4.43, -14.98, -9.37], [0.82, -13.74, -8.75], [3.47, -16.73, -10.57], [3.62, -22.35, -12.93], [2.89, -16.26, 0.20], [-1.34, -22.61, -8.32], [0.78, -26.35, -8.70], [4.14, -22.28, -16.64], [-4.87, -13.30, -5.46]], "lowdin_charge": [0.60, 0.49, 0.59, 0.42, 0.59, 0.62, 0.55, -0.22, -0.26, -0.27, -0.26, -0.33, -0.29, -0.31, -0.32, -0.31, 0.07, -0.27, -0.27, 0.07, -0.31, -0.26, 0.12, -0.28, 0.08, -0.33, 0.36, -0.27, -0.31, -0.32, -0.30, -0.31, -0.32, -0.40, -0.33, -0.31, -0.32, -0.30, -0.30, 0.37, -0.38, -0.17, -0.09, -0.14, -0.09, -0.12, -0.14, -0.01, -0.11, -0.10, -0.10, 0.01, -0.10, -0.09, -0.04, -0.16, 0.03, -0.05, -0.06, -0.12, -0.06, -0.07, -0.10, -0.09, -0.14, -0.12, -0.10, 0.00, -0.14, -0.10, -0.14, 0.11, 0.14, 0.07, 0.07, 0.07, 0.07, 0.10, 0.07, 0.06, 0.06, 0.08, 0.08, 0.08, 0.06, 0.08, 0.08, 0.07, 0.07, 0.07, 0.12, 0.07, 0.11, 0.08, 0.07, 0.06, 0.08, 0.08, 0.10, 0.07, 0.07, 0.15, 0.11, 0.07, 0.07, 0.07, 0.08, 0.07, 0.07, 0.11, 0.09, 0.07, 0.06, 0.08, 0.07, 0.07, 0.07, 0.08, 0.16, 0.09, 0.07, 0.09, 0.07, 0.08, 0.09, 0.16, 0.14, 0.08, 0.09, 0.08, 0.10, 0.06, 0.08, 0.08, 0.09, 0.15, 0.11, 0.05, 0.11, 0.12, 0.10, 0.04, 0.07]}

{"formula": "C30H72F4N3O7", "method": "ωB97M-V with the def2-TZVPD basis set", "spin_multiplicity": 1, "homo_energy_ev": -11.492, "lumo_energy_ev": -3.02, "charge": 1, "orbital_gap_ev": 8.468, "species": ["F", "F", "F", "F", "O", "O", "O", "O", "O", "O", "O", "N", "N", "N", "C", "C", "C", "C", "C", "C", "C", "C", "C", "C", "C", "C", "C", "C", "C", "C", "C", "C", "C", "C", "C", "C", "C", "C", "C", "C", "C", "C", "C", "C", "H", "H", "H", "H", "H", "H", "H", "H", "H", "H", "H", "H", "H", "H", "H", "H", "H", "H", "H", "H", "H", "H", "H", "H", "H", "H", "H", "H", "H", "H", "H", "H", "H", "H", "H", "H", "H", "H", "H", "H", "H", "H", "H", "H", "H", "H", "H", "H", "H", "H", "H", "H", "H", "H", "H", "H", "H", "H", "H", "H", "H", "H", "H", "H", "H", "H", "H", "H", "H", "H", "H", "H"], "positions_angstrom": [[-2.71, 1.41, 3.70], [5.22, -3.70, 3.83], [3.26, -4.32, 4.51], [4.10, -2.41, 5.16], [4.05, 3.10, -3.80], [2.07, -4.39, 0.53], [-7.32, -1.37, -0.36], [-6.72, -5.27, 1.23], [-5.12, 3.28, 1.76], [6.89, 5.73, -5.68], [1.45, 2.78, 0.72], [1.74, -1.27, 4.22], [-0.46, -2.02, 4.75], [0.46, -0.38, 6.01], [2.81, -4.39, -1.78], [4.88, 2.74, -6.04], [2.78, 3.31, 0.65], [1.90, -2.23, 3.11], [1.71, -4.00, -0.81], [-1.35, 1.67, 3.55], [8.97, 6.30, -6.79], [3.73, 2.47, 1.49], [-5.62, -5.43, 3.38], [0.69, -1.23, 4.97], [3.23, 3.39, -0.80], [6.79, 6.27, -8.04], [-5.29, -7.19, 1.61], [3.66, 3.00, -5.18], [-5.53, -5.71, 1.89], [-5.10, 1.53, 0.08], [-6.95, 1.69, 1.76], [-0.65, 1.54, 4.89], [-1.13, 3.07, 2.95], [3.99, -3.26, 4.11], [-7.26, -3.16, -1.99], [2.93, 4.26, -5.61], [-5.95, 2.46, 0.92], [-6.49, -2.04, -1.31], [-1.53, -0.94, 4.88], [3.36, -2.61, 2.90], [-5.24, -2.57, -0.62], [7.61, 5.65, -6.92], [-0.88, 0.22, 5.68], [0.37, -4.59, -1.20], [-4.72, -5.13, 1.46], [-5.71, 0.93, -0.59], [-6.49, 3.16, 0.27], [1.30, -3.10, 3.34], [-5.23, -7.37, 0.54], [2.49, -0.61, 4.43], [3.77, -3.96, -1.49], [-1.44, 0.49, 6.57], [3.94, -1.74, 2.59], [1.47, 1.89, 0.34], [1.50, -1.79, 2.20], [5.81, 5.79, -8.12], [2.71, 4.31, 1.07], [2.14, -5.35, 0.54], [-8.16, -2.76, -2.47], [3.26, 2.39, -1.25], [-6.21, -1.29, -2.05], [-6.43, 1.02, 2.45], [-0.53, -2.50, 5.65], [-4.52, 0.86, 0.72], [-6.46, -5.98, 3.83], [4.61, 2.63, -7.09], [-0.37, 3.04, 2.17], [2.60, 4.19, -6.64], [-2.05, 3.49, 2.56], [9.54, 6.21, -7.71], [-5.79, -4.37, 3.56], [-7.61, 1.09, 1.14], [-7.46, -5.77, 1.58], [4.66, 3.84, -3.73], [8.87, 7.36, -6.55], [4.74, 2.88, 1.48], [-4.58, -3.07, -1.33], [-5.53, -3.29, 0.15], [2.98, 2.15, -5.23], [6.77, 6.66, -5.48], [2.06, 4.44, -4.97], [-7.58, -3.90, -1.25], [-4.71, -5.73, 3.90], [1.19, 0.27, 6.28], [0.42, 1.71, 4.70], [-6.12, -7.79, 2.00], [-4.64, 2.68, 2.35], [3.39, -3.35, 2.10], [-0.93, 0.96, 2.83], [7.73, 4.58, -7.11], [3.77, 1.45, 1.10], [-7.58, -2.01, 0.30], [0.42, -5.68, -1.19], [-4.39, 2.11, -0.52], [-1.83, -0.67, 3.88], [-2.37, -1.41, 5.39], [6.62, 7.34, -7.84], [1.64, -2.91, -0.78], [2.93, -5.48, -1.79], [4.23, 3.83, -0.87], [2.54, 3.99, -1.39], [9.54, 5.84, -5.98], [-4.70, -1.76, -0.13], [-6.65, -3.66, -2.74], [5.40, 1.83, -5.72], [3.38, 2.43, 2.53], [0.07, -4.27, -2.19], [2.58, -4.07, -2.79], [5.58, 3.57, -5.96], [-4.37, -7.54, 2.08], [-7.56, 2.37, 2.36], [-0.74, 3.73, 3.73], [7.30, 6.18, -9.00], [-0.98, 2.38, 5.50], [-0.40, -4.29, -0.49], [3.59, 5.13, -5.52]], "lowdin_charge": [-0.02, 0.15, 0.14, 0.12, -0.07, -0.08, -0.06, -0.07, -0.06, -0.07, -0.07, 0.17, 0.09, 0.14, -0.06, -0.05, -0.49, -0.11, -0.49, -0.38, -0.06, -0.07, -0.06, -0.33, -0.07, -0.06, -0.06, -0.49, -0.51, -0.06, -0.06, -0.09, 0.00, -0.61, -0.05, -0.06, -0.49, -0.50, -0.07, -0.05, -0.05, -0.50, -0.20, -0.06, 0.13, 0.07, 0.14, 0.13, 0.08, 0.17, 0.08, 0.15, 0.14, 0.08, 0.13, 0.07, 0.14, 0.10, 0.08, 0.08, 0.13, 0.08, 0.14, 0.07, 0.08, 0.08, 0.06, 0.08, 0.09, 0.08, 0.08, 0.07, 0.09, 0.09, 0.08, 0.08, 0.08, 0.05, 0.13, 0.09, 0.08, 0.07, 0.08, 0.15, 0.12, 0.08, 0.06, 0.12, 0.14, 0.13, 0.07, 0.09, 0.09, 0.08, 0.10, 0.13, 0.08, 0.13, 0.09, 0.09, 0.08, 0.08, 0.07, 0.08, 0.08, 0.07, 0.09, 0.09, 0.06, 0.08, 0.08, 0.08, 0.08, 0.13, 0.08, 0.08]}

| no. | E (hartree) |
| --- | --- |
| 1 | -2730.17027 |
| 2 | -6151.99092 |
| 3 | -2276.43932 |